Entry 1:
ORCA calculation (ωB97M-V with the def2-TZVPD basis set) on C60H46FeN8O5Se as an isolated structure at a distorted geometry.

Atoms and positions in Å:
Fe: 1.10064 -0.08024 -0.02106
C: 4.62415 -8.18805 -4.20859
O: 4.14975 -6.98703 -4.80614
C: 3.65719 -6.04599 -3.98315
C: 3.22668 -4.86487 -4.58737
C: 2.71451 -3.84327 -3.81992
C: 2.62581 -3.95828 -2.42511
C: 3.04847 -5.14947 -1.83951
C: 3.55395 -6.19267 -2.60347
C: 2.06958 -2.85653 -1.61172
C: 2.75921 -2.41569 -0.46875
C: 4.01272 -2.84736 0.00333
C: 4.12158 -2.41192 1.31266
C: 2.93019 -1.74072 1.61878
N: 2.14282 -1.65023 0.51815
C: 2.37980 -1.39982 2.94029
C: 1.72616 -0.16184 3.15934
C: 1.77666 0.48912 4.45705
C: 1.11914 1.64788 4.33157
C: 0.60831 1.70775 2.96967
C: -0.23668 2.70203 2.54277
C: -0.87725 3.66691 3.44571
C: -1.37011 3.31142 4.70287
C: -1.95769 4.23915 5.54964
C: -2.07131 5.56451 5.14637
O: -2.60790 6.53592 5.90024
C: -3.05874 6.17795 7.20392
C: -1.63335 5.93583 3.87224
C: -1.06528 5.00112 3.03859
C: -0.55055 2.81639 1.10613
N: 0.40277 2.20659 0.23472
C: -1.16055 1.42413 -1.41827
C: -1.75933 0.11047 -1.86973
C: -3.16484 0.06264 -2.31794
C: -4.01807 -0.94051 -1.85591
C: -5.33481 -1.03714 -2.29273
C: -5.81681 -0.12284 -3.22562
O: -7.06279 -0.13512 -3.73502
C: -7.90329 -1.23613 -3.41128
C: -4.98783 0.90580 -3.67130
C: -3.69116 0.99787 -3.21882
C: -0.97111 -1.01447 -1.97449
C: -1.25260 -2.15292 -2.82097
C: -0.15238 -2.93965 -2.82331
C: 0.81296 -2.33797 -1.94078
N: 0.29469 -1.18433 -1.43518
C: -2.19964 2.18017 -0.59242
C: -1.94778 2.66999 0.61668
N: 1.06699 0.57284 2.24901
C: 2.32140 -2.40898 3.99222
C: 3.16473 -3.54516 4.05290
C: 2.98191 -4.53517 4.98364
C: 1.93299 -4.46265 5.90444
O: 1.81208 -5.49585 6.74931
C: 0.75156 -5.45277 7.70105
C: 1.08847 -3.35680 5.88720
C: 1.28303 -2.36178 4.94834
H: 4.99627 -8.80224 -5.01988
H: 3.82119 -8.71931 -3.69283
H: 5.43471 -7.98319 -3.50644
H: 3.30870 -4.77674 -5.66521
H: 2.39281 -2.92464 -4.29923
H: 2.94986 -5.27802 -0.76771
H: 3.84985 -7.11279 -2.11661
H: 4.73718 -3.40967 -0.56819
H: 4.96365 -2.54366 1.97574
H: 2.32303 0.11968 5.31460
H: 1.03913 2.44313 5.05749
H: -1.34323 2.27330 5.00913
H: -2.34324 3.91687 6.50850
H: -3.42632 7.09086 7.65781
H: -2.24146 5.77694 7.80571
H: -3.86813 5.44780 7.15369
H: -1.75537 6.96665 3.56334
H: -0.74025 5.31617 2.05549
H: -3.64882 -1.64522 -1.11992
H: -5.97272 -1.81181 -1.88908
H: -8.78532 -1.13321 -4.03239
H: -8.19785 -1.21394 -2.36038
H: -7.41208 -2.18456 -3.63295
H: -5.38862 1.61657 -4.38652
H: -3.06335 1.80535 -3.58725
H: -2.15870 -2.28917 -3.39367
H: 0.00335 -3.85925 -3.36900
H: -3.20979 2.19959 -0.98268
H: -2.74300 3.08110 1.23331
H: 3.99356 -3.64288 3.37115
H: 3.64291 -5.39341 5.02726
H: 0.83374 -6.36254 8.28404
H: -0.21872 -5.42639 7.20415
H: 0.85007 -4.59085 8.36274
H: 0.26610 -3.27419 6.58407
H: 0.58207 -1.53916 4.93151
Se: 3.61668 -0.54718 -3.21692
N: 2.55971 0.53051 -2.22440
C: 1.95770 1.31374 -3.07017
C: 1.01146 2.39206 -2.67986
C: 0.72838 3.50340 -3.72474
C: 0.87077 3.01795 -5.14280
C: 1.57244 1.93722 -5.48641
C: 2.23421 1.10182 -4.47400
N: 3.08674 0.16396 -4.75264
H: 1.33190 2.83031 -1.74801
H: 1.29266 4.43134 -3.59927
H: 0.42781 3.63189 -5.92525
H: 1.70195 1.66576 -6.52850
N: -1.38883 6.30660 -3.72403
C: -1.49902 5.92195 -2.41824
O: -2.10828 6.58263 -1.59917
C: -0.82173 4.61267 -2.05066
C: -0.35931 4.60605 -0.80341
C: 0.31712 3.65948 0.12454
N: -0.04145 1.17643 -0.55076
C: -0.52491 2.10873 -2.69045
C: -0.73221 3.57083 -3.14441
H: -1.77387 7.20138 -3.97324
H: -0.72697 5.88637 -4.35020
H: -0.55539 5.53886 -0.27666
H: 1.19725 4.10710 0.57899
H: -0.72326 1.46916 -3.55184
H: -1.53182 3.72949 -3.86751

Force components x, y, z for each atom (eV/Å):
Fe -1.0935 -0.2372 0.0646
C -0.0178 0.0254 -0.0525
O 0.1194 -0.2952 -0.0466
C -0.0589 0.0806 0.1472
C -0.0187 0.0613 -0.1432
C -0.0582 0.0198 0.0178
C -0.0112 -0.0089 -0.0270
C -0.0309 0.0435 0.0069
C -0.0095 0.0019 0.1369
C 0.0286 -0.0705 -0.0757
C -0.0121 0.0481 0.0931
C 0.0945 0.0358 -0.1390
C 0.1684 0.0283 0.1414
C -0.1283 -0.0853 0.0930
N 0.2000 -0.1060 0.0784
C 0.0634 -0.1551 0.0382
C 0.0338 -0.0125 0.0678
C 0.0856 -0.1233 0.1426
C -0.0386 0.1421 -0.1441
C -0.1248 0.0836 -0.0346
C -0.0087 -0.0174 0.0318
C -0.0115 0.0566 0.0268
C -0.0405 -0.1069 -0.0514
C 0.0046 -0.1609 0.0556
C 0.0456 -0.1012 -0.1024
O -0.1257 0.0903 0.2565
C 0.0164 0.0709 -0.0768
C 0.0100 0.0276 -0.0567
C 0.0459 -0.0354 -0.0143
C -0.1441 -0.0367 -0.2395
N 0.3785 0.2718 -0.1274
C 0.1098 0.1820 -0.0396
C -0.0161 -0.2198 0.0036
C 0.0909 -0.1441 -0.0827
C 0.0477 0.0559 -0.0511
C 0.0715 -0.0031 0.0340
C 0.0259 -0.0745 0.1786
O -0.1506 -0.1147 -0.0666
C 0.0350 0.0679 0.0364
C 0.0543 0.1750 -0.1291
C 0.1051 0.1490 -0.0388
C -0.0666 0.0621 0.0769
C -0.0690 -0.0671 -0.0293
C 0.0518 -0.0819 -0.0690
C -0.1793 0.0931 -0.0002
N 0.1852 0.2040 0.1687
C -0.0492 -0.0978 -0.1245
C 0.0402 0.2958 0.1668
N 0.3175 -0.0861 -0.0387
C -0.0133 0.0218 -0.0504
C 0.0432 0.1445 -0.0305
C 0.1005 -0.0673 -0.0085
C 0.0058 0.0800 -0.0338
O -0.1096 -0.0868 0.2144
C 0.0861 -0.0251 -0.0330
C -0.0545 0.1037 0.0114
C 0.0796 0.0093 -0.1176
H 0.0189 -0.0189 -0.0644
H -0.0167 0.0186 -0.0225
H 0.0144 0.0142 -0.0072
H -0.0019 0.0161 0.0979
H -0.0204 -0.1170 0.0052
H 0.0197 0.0078 -0.0413
H -0.0193 0.1088 -0.0189
H -0.0740 0.0234 0.0882
H -0.0953 -0.0429 -0.0795
H -0.0399 0.0479 -0.1607
H -0.0552 -0.0831 -0.0761
H 0.0561 0.0181 0.0113
H 0.0658 -0.0142 -0.1128
H -0.0090 0.0588 -0.0091
H 0.0298 0.0106 -0.0025
H -0.0221 -0.0039 -0.0250
H 0.0107 -0.0552 -0.0050
H 0.0268 -0.0030 -0.0015
H -0.0153 -0.0054 -0.0422
H 0.0515 0.0201 -0.0430
H -0.0488 0.0256 -0.0306
H 0.0215 0.0146 0.0268
H 0.0226 -0.0209 -0.0310
H 0.0578 -0.0651 0.0791
H -0.0824 -0.0851 0.0126
H 0.0782 0.0271 0.0943
H -0.0240 0.0950 0.0609
H 0.0444 -0.0331 0.0839
H 0.0910 -0.0303 -0.1103
H -0.0723 -0.0295 -0.0367
H -0.0460 0.0729 -0.0334
H 0.0255 -0.0550 0.0061
H -0.0268 -0.0038 -0.0338
H 0.0292 0.0221 -0.0049
H 0.0225 0.0182 -0.0628
H -0.0451 -0.0759 -0.0357
Se 0.4294 -0.3147 0.3835
N -0.0054 0.1659 -0.1278
C -0.2619 0.1669 -0.0677
C -0.1593 -0.0777 -0.2730
C 0.0320 -0.1531 -0.0741
C -0.0902 0.1603 0.0857
C 0.0405 -0.0246 -0.0073
C -0.2426 0.3243 0.0139
N 0.0055 0.0228 -0.1502
H 0.0505 0.0542 0.0676
H 0.0277 -0.0127 0.0332
H 0.0213 -0.0816 0.0726
H 0.0037 -0.0370 0.1070
N -0.0693 -0.1256 0.1595
C -0.0198 0.1495 -0.0063
O 0.1404 -0.1107 -0.1946
C -0.1042 -0.0860 -0.2957
C 0.0210 -0.1130 0.3297
C -0.2698 -0.0675 -0.0837
N 0.2239 -0.0869 0.2409
C 0.0208 0.2331 0.1315
C 0.0938 -0.0042 0.1746
H -0.0051 0.0512 0.0119
H 0.0139 -0.0348 0.0030
H 0.0515 -0.0003 0.0051
H 0.0117 -0.0117 0.0295
H -0.0182 0.0350 -0.0420
H -0.0173 -0.0095 -0.0169

Output
- LUMO (alpha / beta) (eV) = -3.05 / -4.22
- 2S+1 = 6
- orbital gap (alpha / beta) (Ha) = 0.201 / 0.215
- highest occupied orbital energy (alpha / beta) (eV) = -8.52 / -10.08
- net charge = +1
- energy relative to the best compared isomer or geometry (same formula, charge and spin) (kcal/mol) = 146.9

Atomic partial charges in e from the Löwdin method, atoms 1 to 2:
1 Fe 0.9567
2 C -0.0667

Entry 2:
ORCA calculation (ωB97M-V with the def2-TZVPD basis set) on C60H46N10PSc as an isolated structure at a distorted geometry.

Atoms and positions in Å:
Sc: 0.16523 1.10873 0.76890
C: 0.12657 7.63575 2.10617
C: 1.55012 7.46912 2.26249
C: 2.12305 6.22952 2.12753
C: 1.27337 5.15037 1.82841
C: 1.50294 3.73041 1.75815
N: 2.77776 3.17933 1.83755
C: 2.93619 1.93563 2.02556
C: 4.27118 1.29804 2.43048
C: 5.44084 1.83039 2.74992
C: 6.47925 0.81814 3.09210
C: 6.19502 -0.48440 3.43679
C: 4.86878 -0.94142 3.19921
C: 3.95862 -0.04044 2.69640
C: 2.52088 -0.25998 2.34322
N: 2.02172 -1.48670 2.46316
C: 0.71024 -1.72030 2.20875
N: -0.24589 -0.74967 1.78798
C: -1.45504 -1.43325 1.87062
N: -2.72266 -0.87350 1.73089
C: -2.90183 0.37194 1.65266
N: -1.98601 1.44559 1.51792
C: -2.59867 2.59629 1.58091
N: -1.98945 3.83610 1.58185
C: -0.68515 4.03845 1.68444
N: 0.28199 3.07875 1.54934
C: -0.10352 5.36368 1.77712
C: -0.71724 6.61329 1.94270
C: -4.00524 2.43142 1.69243
C: -5.03385 3.43263 1.71490
C: -6.29365 2.86466 1.74259
C: -6.57261 1.52886 1.80944
C: -5.53954 0.56936 1.96356
C: -4.30518 1.06565 1.69854
C: -1.29941 -2.81995 2.23056
C: -2.27920 -3.86117 2.28172
C: -1.82011 -5.11707 2.55247
C: -0.40300 -5.31892 2.94345
C: 0.45196 -4.32714 2.86803
C: 0.01924 -3.02064 2.47672
N: 1.95367 0.93873 1.93932
H: -0.19703 8.65804 2.03243
H: 2.15711 8.40558 2.43469
H: 3.21349 6.08377 2.31633
H: 5.80735 2.85452 2.64264
H: 7.52030 1.27406 3.03496
H: 6.92402 -1.25564 3.67169
H: 4.58339 -2.01912 3.32117
H: -1.72076 6.56037 1.75632
H: -5.01796 4.48866 1.69366
H: -7.15377 3.53031 1.78082
H: -7.58959 1.28427 1.97534
H: -5.79278 -0.50979 2.12291
H: -3.27964 -3.70567 1.94804
H: -2.54118 -5.95884 2.70480
H: -0.19838 -6.35138 3.06339
H: 1.56975 -4.52427 2.87581
C: 3.51620 2.84653 -2.54775
C: 3.44339 2.60684 -1.03927
C: 3.83695 1.16886 -0.75335
C: 5.20034 0.93969 -0.63872
C: 5.74186 -0.32040 -0.48529
C: 4.80495 -1.35050 -0.53129
C: 3.44329 -1.20152 -0.71274
C: 2.56136 -2.35714 -0.88083
C: 3.07343 -3.74838 -0.66514
C: 2.93179 0.10746 -0.77062
N: 1.54286 0.47188 -1.00663
C: 1.05063 0.63717 -2.17219
C: -0.25500 1.19964 -2.32305
C: -0.99989 1.55312 -3.41039
C: -2.20344 2.10027 -2.91715
C: -2.11307 1.98968 -1.51019
N: -0.89616 1.41548 -1.13840
H: 3.26787 3.85472 -2.75535
H: 2.77871 2.21084 -3.04403
H: 4.46959 2.57972 -2.99255
H: 2.42666 2.80402 -0.65871
H: 4.05003 3.20855 -0.41552
H: 5.85678 1.83356 -0.53977
H: 6.81223 -0.47427 -0.35580
H: 5.10520 -2.40612 -0.44487
H: 2.03469 -2.21691 -1.85024
H: 1.64311 -2.24477 -0.29084
H: 4.02616 -3.77729 -1.15188
H: 2.45586 -4.45149 -1.18937
H: 3.15793 -4.03295 0.37838
H: 1.70035 0.43624 -3.10343
H: -0.80080 1.30853 -4.45603
H: -3.01141 2.60943 -3.36135
H: -2.80137 2.24633 -0.75605
C: -4.23850 -1.19860 -1.18527
P: -2.47409 -1.64907 -1.70303
C: -2.40335 -3.52499 -1.45277
C: -3.57608 -4.29447 -1.31053
C: -3.60096 -5.62689 -0.94644
C: -2.36102 -6.19928 -0.83764
C: -1.18090 -5.56140 -1.10849
C: -1.17295 -4.17208 -1.35820
C: -2.64338 -1.59533 -3.53158
C: -3.66279 -0.88889 -4.18715
C: -3.48920 -0.68091 -5.53140
C: -2.44663 -1.28865 -6.25535
C: -1.59331 -2.13238 -5.63196
C: -1.68929 -2.24757 -4.23440
H: -4.32124 -1.35509 -0.09152
H: -5.02365 -1.80025 -1.72341
H: -4.48857 -0.18705 -1.45830
H: -4.49836 -3.76038 -1.57557
H: -4.49182 -6.19035 -0.81968
H: -2.30717 -7.26477 -0.58588
H: -0.25737 -6.18000 -0.88979
H: -0.23836 -3.67280 -1.49009
H: -4.43383 -0.28821 -3.74033
H: -4.11678 0.00490 -6.06698
H: -2.39692 -1.19958 -7.30840
H: -0.75206 -2.68069 -6.08958
H: -0.94818 -2.83321 -3.69578

Force components x, y, z for each atom (eV/Å):
Sc -1.3977 -0.2343 -0.4995
C 1.9141 1.9161 0.0999
C -0.4610 0.9873 -0.2355
C 1.2247 -0.0424 0.4031
C 0.1239 0.3995 0.7148
C 0.5480 -0.7782 -0.8681
N -2.0513 2.3181 0.3668
C 0.8296 -2.8264 0.3451
C -4.0136 0.3088 0.0780
C 4.4666 -1.5274 0.3753
C 0.3459 3.0933 -0.0491
C -1.0515 -0.4891 -1.2634
C 0.0807 -0.6979 0.1132
C -0.6372 -0.5914 -0.3305
C 0.7861 0.2658 0.0863
N -1.3375 0.7488 -0.5986
C -0.4107 0.3874 0.2450
N -0.0346 -3.1237 1.0482
C -1.0291 1.4748 -0.5730
N 2.0376 -2.2113 0.4987
C -1.7663 4.2307 -0.4457
N 1.4442 -2.9482 0.1790
C 2.2450 2.8068 0.1836
N -1.3895 -1.2620 0.4622
C -1.0741 -0.7298 -1.4850
N 1.8245 1.0926 0.9965
C 0.3771 -0.8851 0.6662
C 1.9608 -2.4755 -0.6623
C -2.6029 2.1264 -0.5600
C 0.4352 -3.1869 -0.0491
C -0.7958 1.5073 -0.0776
C 1.1332 -1.3812 1.3210
C -2.3481 -0.4552 -1.0564
C 3.2767 -0.6713 0.8448
C -1.7648 0.5421 -0.4859
C 1.2489 -0.0510 -0.4580
C 0.6274 -0.3044 1.8702
C -4.5458 -1.3272 -1.3428
C 4.1712 2.2091 -0.9235
C 1.6343 0.2266 0.1355
N 1.3697 -0.8654 0.7417
H -0.3748 0.2727 0.3432
H -0.6600 -1.3443 -0.1475
H -1.0397 0.0483 -0.3934
H -0.6256 -0.2962 -0.1390
H -1.2561 -1.0896 0.5696
H 0.2053 0.5198 0.1290
H 0.2695 1.2474 0.0728
H -2.6306 0.8303 -0.0669
H 0.9819 0.8257 0.0329
H 0.1062 0.0137 -0.1685
H -0.8180 -0.5751 -0.1070
H 0.5445 1.1334 -0.2083
H -0.5824 0.3245 0.0705
H 0.8250 0.7388 -0.5535
H 0.8921 -0.6420 0.4875
H -1.4516 0.3190 0.4953
C -0.2635 -0.6923 0.4479
C -1.1383 -1.4389 -0.1457
C -0.0917 0.3392 -0.3100
C 1.1844 0.8957 0.7834
C -0.9584 0.0279 -0.1665
C 0.7668 -1.6357 0.1395
C 0.1246 1.3641 0.5015
C -2.8849 0.0195 -0.3384
C 0.3000 0.3216 -0.4769
C 0.1192 0.6523 -1.4487
N 0.7823 -0.7947 1.9216
C 1.0059 -0.0789 -2.4308
C 1.1231 -1.0623 1.0180
C -1.0645 0.1498 -1.5019
C 0.9651 -0.4752 2.2752
C 2.1932 -0.9767 -0.9814
N -1.8667 1.4116 -0.3594
H -0.1291 1.0995 -0.4523
H 0.0274 0.1848 0.0286
H 0.2956 0.1212 0.1820
H 0.1776 -0.0656 -0.4618
H 0.9186 0.9902 0.1580
H -0.4646 -0.6994 -0.3325
H -0.3528 -0.1017 -0.0006
H 0.3410 0.7346 0.0315
H 0.7422 -0.4924 -0.1434
H 0.1846 0.2739 0.5991
H 0.7843 -0.6181 -0.1042
H -0.4702 -0.4675 -0.0740
H 0.0932 0.0901 0.1389
H -1.0710 0.1215 1.3251
H 0.2120 0.3636 0.3782
H -0.6644 0.1338 -0.9282
H -0.7792 0.3981 0.4221
C -0.1809 -1.5691 -0.2769
P -0.7537 -0.4353 0.2591
C -0.3948 0.2107 0.0467
C -0.8653 1.3447 -0.4639
C 0.8765 1.3407 -0.6073
C 0.1045 -2.2959 0.2379
C 1.4791 0.2830 0.9408
C -0.6336 -1.2542 0.1786
C -1.5095 0.1652 1.5349
C 1.1071 0.6817 -0.5629
C 0.5138 -0.2218 -0.9530
C -1.1606 0.0914 0.0368
C 1.4560 -0.9904 1.5457
C 1.1689 -0.4797 -1.1123
H -0.0450 0.1748 -0.6737
H 0.7916 0.2824 0.5646
H 0.3705 0.6127 0.1765
H 0.1859 -0.4270 0.4844
H -0.6503 -0.2455 0.0944
H 0.0165 0.3319 0.0216
H -0.9094 1.1539 -0.6993
H 0.4397 0.4891 0.0398
H -0.1372 -0.2612 0.6628
H -0.4681 0.1014 -0.1277
H 0.0374 0.4422 -0.9255
H -0.7248 0.4496 -0.2033
H -0.0357 0.0278 -0.1398

Output
- LUMO (alpha / beta) (eV) = -1.61 / -1.44
- orbital gap (alpha / beta) (Ha) = 0.179 / 0.196
- highest occupied orbital energy (alpha / beta) (eV) = -6.49 / -6.78
- net charge = 0

Atomic partial charges in e from the Löwdin method, atoms 1 to 2:
1 Sc 1.0187
2 C -0.0791

- Which of these has the highest net charge?
  C60H46FeN8O5Se

- Which of these has the highest net charge?
  C60H46FeN8O5Se

- Among the records above, which one has the highest net charge?
  C60H46FeN8O5Se